{
  "formula": "C5H10BrNO6",
  "method": "the ωB97M-V functional and the def2-TZVPD basis",
  "e_homo_ha": -0.3894,
  "e_above_lowest_ev": 0.000,
  "e_tot_ev": -89160.394,
  "smiles": "O=[N+]([O-])[C@@](Br)(CCO)C(O)(O)CO",
  "total_charge": 0,
  "orbital_gap_ev": 10.0,
  "species": ["H", "N", "H", "C", "O", "H", "H", "H", "H", "H", "C", "H", "H", "O", "Br", "C", "H", "O", "C", "O", "O", "O", "C"],
  "xyz": [[-2.151, 1.666, -0.811], [0.195, 0.678, 1.545], [2.927, 0.818, -0.481], [1.311, -0.546, -0.270], [-1.003, -0.525, -1.684], [-0.905, -1.942, 0.040], [-1.954, -0.451, -2.045], [2.906, 0.046, 0.992], [3.133, -1.736, -0.695], [-3.702, -0.214, 0.674], [-1.120, -0.101, -0.327], [1.134, -1.407, 0.263], [-2.123, 1.316, 0.917], [3.660, -0.914, -0.648], [0.516, 2.280, -0.718], [0.256, 0.506, 0.099], [1.139, -0.876, -1.296], [-0.344, 1.687, 1.967], [2.734, -0.048, -0.024], [-3.584, 0.319, -0.195], [0.630, -0.216, 2.264], [-1.337, -1.261, 0.504], [-2.317, 0.921, -0.071]],
  "forces_ev_per_angstrom": [[-0.456, 0.797, -0.555], [0.058, 0.192, 2.682], [0.187, 3.776, -1.532], [0.685, 2.682, -1.350], [-2.529, 0.879, 0.317], [0.737, -1.689, -0.782], [2.072, -0.314, 0.648], [0.429, 0.060, 2.196], [1.199, 0.110, -0.221], [0.153, 1.170, -2.363], [-1.264, -0.236, 0.286], [-0.370, -1.819, 1.841], [-0.379, 0.336, 0.075], [-0.637, -1.690, 0.138], [0.154, -0.790, 0.026], [-0.008, -1.046, -1.979], [0.295, 0.694, -0.265], [0.309, -0.371, 0.097], [-0.981, -2.877, -0.834], [0.106, -1.213, 2.126], [-0.201, 0.732, -0.805], [-0.934, 2.486, 0.092], [1.376, -1.869, 0.161]],
  "nbo_charge": [0.197, 0.474, 0.179, -0.494, -0.729, 0.478, 0.504, 0.169, 0.454, 0.487, 0.459, 0.231, 0.203, -0.689, 0.094, 0.036, 0.252, -0.361, -0.058, -0.705, -0.344, -0.720, -0.116]
}